ORCA calculation (ωB97M-V/def2-TZVPD) on an isolated ion of composition CH3S and charge -1.

ORCA input file:
```
! RIJCOSX wB97M-V def2-TZVPD def2/J DEFGRID3
* xyz -1 1
H 1.482 -1.067 0.011
H 1.343 0.271 1.162
H 1.573 0.559 -0.614
S -0.730 -0.009 -0.105
C 1.102 -0.058 0.147
*
```

Calculated values
**SMILES**: C[S-]
**Energy above the lowest of the compared OMol25 structures with the same formula, charge and spin**: 0.4 kcal/mol
**Maximum force**: 0.84 eV/Å
**Gap between HOMO and LUMO**: 0.2419 Ha

Partial charges, Löwdin, in e:
1. H -0.04
2. H -0.03
3. H -0.04
4. S -0.14
5. C -0.76